Entry 1:
Entry from OMol25: a 7-piece molecular cluster, C49H107N5O7S2 overall in a non-equilibrium geometry (ωB97M-V/def2-TZVPD).

Results
- LUMO (eV) = 0.2
- gap between HOMO and LUMO (eV) = 7.456

Positions of all 170 atoms, in Å:
C: -0.7890 -0.9344 -0.1966
S: -0.6270 0.0980 1.3135
O: 0.8602 0.1763 1.6454
C: -1.1058 1.6950 0.6641
H: -1.0556 -1.9464 0.0911
H: 0.1775 -0.9506 -0.7039
H: -1.4919 -0.4973 -0.9067
H: -0.8038 2.5856 1.2047
H: -2.1591 1.6690 0.3800
H: -0.6207 1.7835 -0.3161
C: -6.1761 1.2552 2.3341
S: -5.0854 -0.1941 2.6315
O: -4.0349 -0.1254 1.5843
C: -4.3949 0.5261 4.1614
H: -6.5514 1.1490 1.3162
H: -5.6153 2.1861 2.3920
H: -7.0317 1.2379 3.0081
H: -5.1372 0.8309 4.8950
H: -3.9855 1.4608 3.7628
H: -3.5515 -0.0565 4.5228
C: -3.5412 -4.0673 -6.5916
C: -2.8361 -2.7594 -6.0660
C: -2.3878 -2.9000 -4.5941
C: -1.0907 -3.6867 -4.5017
C: -0.0301 -3.0164 -5.3780
C: -0.4093 -2.7861 -6.8123
N: -1.7606 -2.1920 -6.8862
O: -2.1647 -1.9260 -8.2269
C: 0.5481 -1.7048 -7.3675
C: -0.2590 -3.9844 -7.7287
C: -3.9457 -1.6958 -6.1255
H: -2.7361 -4.7754 -6.8166
H: -3.9365 -3.9121 -7.5930
H: -4.1569 -4.4860 -5.8029
H: -2.2478 -1.9127 -4.1481
H: -3.1712 -3.4382 -4.0579
H: -1.1995 -4.7728 -4.5924
H: -0.5955 -3.6987 -3.5202
H: 0.9522 -3.4889 -5.3671
H: 0.0441 -2.0098 -4.9554
H: 0.2623 -0.7316 -6.9631
H: 1.5685 -1.9424 -7.0506
H: 0.6250 -1.6389 -8.4528
H: -0.8231 -4.8427 -7.3313
H: -0.6399 -3.9282 -8.7443
H: 0.7619 -4.3673 -7.6356
H: -3.5558 -0.7000 -5.9000
H: -4.5866 -1.9391 -5.2698
H: -4.5431 -1.6886 -7.0316
H: -2.1814 -0.9640 -8.1720
C: 4.6659 -3.4797 0.0265
C: 3.3432 -3.5984 0.7909
C: 3.3802 -4.9630 1.5512
C: 3.8612 -4.8842 3.0071
C: 3.2709 -3.6716 3.7549
C: 3.5794 -2.3504 3.0456
N: 3.1479 -2.4602 1.6618
O: 2.9927 -1.2437 0.9738
C: 2.7167 -1.2717 3.7313
C: 5.0302 -1.8230 3.1019
C: 2.1803 -3.7228 -0.2100
H: 4.8345 -2.4632 -0.3328
H: 4.6370 -4.1191 -0.8614
H: 5.5280 -3.7862 0.6227
H: 2.3292 -5.2605 1.5705
H: 3.9700 -5.6701 0.9723
H: 4.9407 -4.7545 3.1277
H: 3.5977 -5.8437 3.4548
H: 3.5541 -3.6161 4.8089
H: 2.1905 -3.8296 3.8485
H: 2.8799 -1.3387 4.8170
H: 3.0263 -0.2571 3.4975
H: 1.6572 -1.4839 3.6115
H: 5.3642 -1.8574 4.1472
H: 5.6791 -2.2990 2.3719
H: 5.0862 -0.7415 2.9578
H: 1.2346 -3.5681 0.3198
H: 2.2763 -4.7086 -0.6583
H: 2.1014 -2.8884 -0.9117
H: 2.0599 -0.9461 1.1520
C: -4.9077 3.4700 -2.9581
C: -3.7763 2.8056 -2.1429
C: -2.5279 2.6960 -3.0353
C: -1.7044 3.9832 -3.2297
C: -1.4946 4.7206 -1.9078
C: -2.8125 4.9289 -1.1271
N: -3.3968 3.5892 -0.9593
O: -4.4977 3.6444 -0.0561
C: -2.3897 5.3671 0.2706
C: -3.6625 6.0558 -1.7420
C: -4.3162 1.4171 -1.7773
H: -5.7306 3.7498 -2.2940
H: -5.3594 2.7735 -3.6718
H: -4.7254 4.3571 -3.5660
H: -1.7867 1.9630 -2.7055
H: -2.8649 2.4964 -4.0550
H: -2.2126 4.6485 -3.9346
H: -0.6879 3.8490 -3.6058
H: -0.8635 5.6064 -2.0088
H: -0.8711 4.0800 -1.2701
H: -1.6865 6.2039 0.2238
H: -3.1839 5.6236 0.9688
H: -1.7470 4.5888 0.6949
H: -4.6427 6.1338 -1.2700
H: -3.1621 6.9941 -1.4987
H: -3.7481 5.9259 -2.8166
H: -3.6513 0.9246 -1.0648
H: -4.3218 0.8387 -2.6980
H: -5.3374 1.4063 -1.4025
H: -4.0755 3.4736 0.7941
C: 1.9527 1.7218 -1.8242
C: 2.4265 0.8939 -3.0483
C: 2.6856 1.9764 -4.1399
C: 4.0249 2.7396 -4.0706
C: 5.1516 1.7723 -3.7911
C: 4.9796 0.6924 -2.6779
N: 3.6398 0.1545 -2.8396
O: 3.4990 -1.0060 -2.0476
C: 6.1788 -0.2489 -2.7896
C: 5.1083 1.4527 -1.3294
C: 1.3511 -0.0703 -3.5783
H: 0.8559 1.8104 -1.8463
H: 2.1782 2.7901 -1.8285
H: 2.1997 1.2900 -0.8520
H: 2.4294 1.6516 -5.1540
H: 1.8771 2.7051 -3.9980
H: 3.8466 3.5741 -3.3929
H: 4.1415 3.1467 -5.0764
H: 6.0692 2.3378 -3.5949
H: 5.4112 1.2170 -4.6987
H: 5.9024 -0.9771 -3.5639
H: 7.0496 0.2374 -3.2151
H: 6.2084 -0.7928 -1.8486
H: 4.9041 0.8624 -0.4313
H: 6.0866 1.9379 -1.2718
H: 4.4377 2.3087 -1.2009
H: 1.2733 -1.0013 -3.0163
H: 1.7019 -0.4634 -4.5345
H: 0.4191 0.4918 -3.6263
H: 3.3462 -0.7095 -1.1276
C: -0.7737 -0.1741 9.9303
C: -1.1419 1.0259 8.9617
C: 0.2039 1.8415 9.0536
C: 1.4028 1.3563 8.2577
C: 0.9620 1.0621 6.8508
C: -0.2016 0.0849 6.7034
N: -1.2947 0.5081 7.5996
O: -2.4133 -0.3563 7.4264
C: -0.6034 0.1968 5.2362
C: 0.3233 -1.3521 6.9178
C: -2.3709 1.7515 9.4253
H: 0.0351 -0.7465 9.4840
H: -1.6677 -0.8049 9.9821
H: -0.5092 0.0742 10.9578
H: -0.0529 2.8145 8.6033
H: 0.4411 2.0346 10.0985
H: 1.7825 0.4889 8.8153
H: 2.2960 1.9835 8.2293
H: 1.8774 0.7139 6.3573
H: 0.7068 1.9705 6.2965
H: 0.1253 -0.0062 4.4574
H: -1.4149 -0.5157 5.0253
H: -1.1356 1.1419 5.0671
H: -0.4687 -2.0282 7.2438
H: 0.8158 -1.8142 6.0628
H: 1.0875 -1.3054 7.6987
H: -3.1116 1.1219 9.9160
H: -2.8282 2.2461 8.5628
H: -2.1846 2.5838 10.1088
H: -2.9779 0.2008 6.8799

Atoms 1-3, force components in eV/Å:
0.369 0.713 -0.151
0.531 -0.329 0.870
-1.048 0.036 -0.547

Entry 2:
Entry from OMol25: C22H15O4PTm as an isolated structure in a non-equilibrium geometry (ωB97M-V/def2-TZVPD).

Results
- spin multiplicity = 3
- LUMO (spin up / spin down) (eV) = -11.0 / -13.6
- gap between HOMO and LUMO (spin up / spin down) (eV) = 7.006 / 4.260
- net charge = +3

Positions of all 43 atoms, in Å:
O: 0.1369 -3.6107 -2.9313
C: 0.0143 -2.4302 -2.9716
Tm: -0.6379 -0.1410 -2.9952
O: -2.6015 -0.1526 -6.0713
C: -1.9205 -0.1541 -5.1330
C: 1.8509 -0.1356 -3.2862
O: 3.0000 -0.1487 -3.4048
C: 0.0110 2.1537 -2.8875
O: 0.1369 3.2921 -2.8532
C: -0.7106 3.6911 2.7362
C: 0.2367 3.8290 1.7149
C: 0.4507 2.7668 0.8270
C: -0.2625 1.5601 0.9547
C: -1.2013 1.4341 2.0013
C: -1.4308 2.5024 2.8864
P: 0.1019 0.2638 -0.3019
C: 1.6979 -0.4191 0.3538
C: 2.2803 -1.5059 -0.3092
C: 3.5414 -1.9920 0.0601
C: 4.2506 -1.3640 1.0887
C: 3.7160 -0.2526 1.7388
C: 2.4486 0.2214 1.3583
C: -1.3554 -0.8212 -0.0079
C: -1.2497 -2.0441 0.6667
C: -2.3865 -2.8443 0.8454
C: -3.6299 -2.4134 0.3711
C: -3.7450 -1.1907 -0.2902
C: -2.6116 -0.3977 -0.5066
H: -0.8858 4.5246 3.4203
H: 0.8140 4.7490 1.5940
H: 1.1937 2.8507 0.0306
H: -1.7613 0.5037 2.1231
H: -2.1762 2.3997 3.6819
H: 1.7352 -1.9788 -1.1327
H: 3.9609 -2.8586 -0.4515
H: 5.2298 -1.7553 1.3893
H: 4.2641 0.2410 2.5461
H: 2.0498 1.1049 1.8541
H: -0.2792 -2.3725 1.0353
H: -2.3100 -3.8043 1.3701
H: -4.5213 -3.0337 0.5266
H: -4.7234 -0.8528 -0.6552
H: -2.7213 0.5858 -0.9856

Atoms 1-3, force components in eV/Å:
-0.729 7.789 -0.277
1.024 -9.634 0.269
-1.290 0.041 0.601

Entry 3:
Entry from OMol25: an isolated ion of composition C4H10NO3 and charge -1 in a non-equilibrium geometry (ωB97M-V/def2-TZVPD).

Results
- LUMO (eV) = 4.1
- SMILES = C[C@H](O)[C@@](C)([O-])NO
- gap between HOMO and LUMO (eV) = 7.816
- net charge = -1
- ΔE to the lowest compared entry with this formula, charge and spin (kcal/mol) = 99.0

Positions of all 18 atoms, in Å:
C: 0.8933 1.6594 0.6196
C: 1.0573 0.2434 0.2548
O: 1.6841 0.1257 -0.9867
C: -0.3653 -0.4805 0.2420
C: -0.2253 -2.0172 0.0298
O: -1.1195 -0.1670 1.2744
N: -1.0486 0.2501 -1.0113
O: -1.8707 1.2598 -0.4248
H: 0.0563 1.9582 0.0661
H: 1.7933 2.1185 0.3785
H: 0.5044 1.8403 1.6423
H: 1.8543 -0.2625 0.9002
H: 0.9171 0.3025 -1.5501
H: -1.1649 -2.4231 -0.3350
H: 0.0725 -2.5078 0.8651
H: 0.4796 -2.2612 -0.8457
H: -1.6413 -0.2949 -1.6386
H: -1.8767 0.6565 0.5194

Atoms 1-3, force components in eV/Å:
-1.358 -0.311 1.844
0.816 -2.549 1.806
0.002 0.031 -1.249

Entry 4:
Entry from OMol25: a 2-piece molecular cluster, C3H13N2O overall in a non-equilibrium geometry (ωB97M-V/def2-TZVPD).

Results
- LUMO (eV) = -2.9
- gap between HOMO and LUMO (eV) = 11.289
- net charge = +1
- ΔE to the lowest compared entry with this formula, charge and spin (kcal/mol) = 48.8

Positions of all 19 atoms, in Å:
C: 1.1222 -1.9133 -0.0316
C: 1.7535 -0.6255 -0.6174
C: 0.4834 0.5343 -0.8867
N: -0.4470 0.6502 0.3133
N: 0.4890 -1.7518 1.4204
H: 0.2753 -2.1211 -0.7688
H: 1.6844 -2.8976 -0.1746
H: 2.2360 -0.6171 -1.6276
H: 2.4293 -0.0396 0.1104
H: -0.0059 0.3123 -1.8525
H: 0.9482 1.6474 -1.1588
H: -0.4872 -0.2224 0.9317
H: -0.0044 1.3616 0.9595
H: -1.3443 1.0576 0.1272
H: 0.1242 -2.6790 1.3966
H: 1.2765 -1.4992 2.0410
H: -3.8459 2.6640 -0.7447
H: -3.5667 3.3592 0.6342
O: -3.1206 2.7802 -0.0715

Atoms 1-3, force components in eV/Å:
-1.026 -0.372 -1.280
-1.463 3.457 0.990
2.941 0.894 -1.002

Entry 5:
Entry from OMol25: C17H12BrN3O5 as an isolated structure in a non-equilibrium geometry (ωB97M-V/def2-TZVPD).

Results
- LUMO (eV) = -1.7
- gap between HOMO and LUMO (eV) = 6.495

Positions of all 38 atoms, in Å:
C: 4.5613 0.4802 0.0981
C: 3.5724 -0.5511 0.0006
C: 3.9344 -1.7894 -0.0208
C: 2.8723 -2.9163 -0.0274
C: 1.4886 -2.7452 -0.1625
C: 1.0417 -1.3309 0.0390
C: 1.9589 -0.3372 0.1608
C: 1.5124 1.1670 -0.1308
C: 2.0517 2.4316 -0.1121
C: 1.0896 3.2838 -0.0245
C: -0.1730 2.7897 0.0126
C: -1.5819 3.1145 -0.1034
N: -2.4005 1.9770 -0.1105
N: -3.6697 2.6424 0.0436
C: -4.7937 1.6984 -0.1202
O: -5.9683 2.1594 0.1370
C: -4.4760 0.1117 0.0561
C: -3.4015 -0.5407 0.0815
C: -3.6689 -1.7265 -0.0669
C: -5.1708 -1.7419 0.1161
O: -5.6433 -0.5450 -0.0880
Br: -6.5161 -3.0649 0.1514
H: -3.1677 -2.5975 0.0500
H: -2.4267 -0.0601 0.1743
H: -3.9225 3.7238 -0.2340
H: -1.5658 4.1213 -0.0115
O: 0.1956 1.0941 -0.0041
H: 1.1671 4.5596 -0.0524
H: 3.0611 2.6285 0.0862
H: 0.0851 -1.0213 0.0515
H: 0.7418 -3.2487 -0.0653
N: 3.1990 -4.2850 -0.1244
O: 4.4529 -4.4521 0.0296
O: 2.3402 -5.2357 -0.0250
H: 4.7833 -2.2337 0.0174
H: 5.5220 0.1930 0.0679
H: 4.4588 1.1230 0.7209
H: 4.4563 1.1242 -0.6105

Atoms 1-3, force components in eV/Å:
-0.453 -6.823 -3.857
-5.631 0.915 1.588
-7.183 -4.387 -0.187

Calculated values (eV) of total energy for the records, taken in order: -95992.4221; -70034.4066; -11941.1043; -8341.8674; -102555.5208.